A 2-piece molecular cluster, H4NOPS2 overall, computed with ωB97M-V/def2-TZVPD.

The geometry in XYZ format:
```
9
Properties=species:S:1:pos:R:3:forces:R:3:mulliken_charge:R:1
N 0.3270 0.6182 -0.8588 1.076 -0.751 0.439 -0.661
O 1.8687 -1.3576 -1.0648 -0.706 0.062 -0.302 -0.547
P 1.7217 0.1312 -0.3816 0.167 -2.904 -1.774 0.880
S 3.3589 0.5328 0.5188 -1.023 0.263 -0.183 -0.289
S -2.6097 0.5627 1.5439 2.646 1.950 0.529 -0.260
H 0.1107 1.4246 -0.3388 -0.810 1.761 0.514 0.250
H 1.1225 -1.7856 -1.6047 1.259 1.570 1.335 0.372
H -3.7377 0.0335 1.6426 -2.618 -1.431 0.011 0.114
H -2.1623 -0.1599 0.5433 0.009 -0.521 -0.569 0.141
```
Forces are in eV/Å.

ΔE to the lowest compared entry with this formula, charge and spin (kJ/mol): 189.6
Spin multiplicity: 1